(1)
{
  "formula": "C3H9N2O",
  "method": "ωB97M-V/def2-TZVPD",
  "total_energy_ev": -8281.3412,
  "molar_mass_g_mol": 89.12,
  "homo_lumo_gap_ev": 5.920,
  "relative_energy_kj_mol": 347.28,
  "e_homo_ev": -1.48,
  "lumo_energy_ev": 4.4,
  "total_charge": -1,
  "smiles": "CC(C)N(N)[O-]",
  "fmax_ev_per_a": 3.45,
  "elements": ["O", "N", "N", "C", "C", "C", "H", "H", "H", "H", "H", "H", "H", "H", "H"],
  "coordinates": [[-2.404, -0.704, 0.398], [-1.511, 0.324, 0.532], [-1.464, 1.147, -0.709], [-0.095, -0.291, 0.732], [0.237, -1.303, -0.390], [0.925, 0.813, 0.729], [0.918, -0.886, -1.151], [0.674, -2.142, 0.203], [0.836, 1.773, 1.366], [1.073, 1.224, -0.351], [-0.108, -0.883, 1.606], [-2.065, 0.707, -1.485], [-0.858, -1.551, -0.808], [-2.101, 2.042, -0.460], [1.860, 0.439, 1.093]],
  "atomic_forces_ev_per_a": [[0.0, 0.2, -0.3], [0.7, -0.5, 0.3], [-2.5, 2.1, -0.3], [-1.3, 1.7, -2.7], [-1.9, -0.3, 0.4], [0.8, 2.6, -0.8], [-0.3, -0.4, 0.3], [-0.1, 0.1, -1.3], [-0.8, -1.5, -0.7], [-0.2, -0.8, 1.8], [-0.5, 0.0, 1.4], [1.1, 0.0, 1.7], [2.3, 0.1, 0.8], [1.9, -2.6, -0.6], [1.0, -0.5, -0.1]]
}

***

(2)
{
  "formula": "C3H9N2O",
  "method": "ωB97M-V/def2-TZVPD",
  "total_energy_ev": -8281.8825,
  "s2": 0.754,
  "molar_mass_g_mol": 89.12,
  "homo_lumo_gap_ev": [10.653, 7.848],
  "relative_energy_kj_mol": 121.19,
  "e_homo_ev": [-9.60, -9.55],
  "lumo_energy_ev": [1.1, -1.7],
  "total_charge": 0,
  "multiplicity": 2,
  "fmax_ev_per_a": 2.42,
  "elements": ["O", "N", "N", "C", "C", "C", "H", "H", "H", "H", "H", "H", "H", "H", "H"],
  "coordinates": [[-2.901, 0.189, 0.786], [2.293, 0.182, -0.274], [-0.499, 0.502, 0.588], [-1.672, -0.107, 1.279], [1.194, -0.024, -1.198], [-0.145, -0.351, -0.573], [2.351, -0.608, 0.367], [-0.971, -0.299, -1.298], [-0.735, 1.440, 0.284], [-0.136, -1.361, -0.191], [1.013, 0.985, -1.610], [-1.526, -1.182, 1.283], [1.362, -0.625, -2.097], [-1.606, 0.369, 2.274], [1.979, 0.890, 0.379]],
  "atomic_forces_ev_per_a": [[0.1, -0.1, 0.0], [0.1, -0.8, 0.5], [-0.3, -1.3, -0.2], [1.1, 2.1, -0.7], [-1.1, 2.1, -0.5], [-0.6, 0.1, 0.4], [0.3, -0.3, -0.3], [0.3, -0.1, -0.3], [-0.1, 0.0, 0.0], [0.1, -0.5, 0.1], [0.3, -0.1, -0.3], [0.0, -0.4, 0.5], [0.5, -0.3, 0.5], [-0.5, -0.6, 0.3], [0.0, 0.4, -0.1]]
}

***

(3)
{
  "formula": "C3H9N2O",
  "method": "ωB97M-V/def2-TZVPD",
  "total_energy_ev": -8278.4274,
  "molar_mass_g_mol": 89.12,
  "homo_lumo_gap_ev": 11.232,
  "relative_energy_kj_mol": 62.38,
  "e_homo_ev": -14.80,
  "lumo_energy_ev": -3.6,
  "total_charge": 1,
  "smiles": "C[C@H]([NH3+])C(N)=O",
  "fmax_ev_per_a": 2.12,
  "elements": ["O", "N", "N", "C", "C", "C", "H", "H", "H", "H", "H", "H", "H", "H", "H"],
  "coordinates": [[0.446, 0.804, 1.826], [-0.823, 1.926, 0.307], [0.997, -1.239, 0.548], [0.462, -0.145, -0.334], [-0.779, -0.592, -1.105], [0.006, 0.931, 0.706], [-0.850, 0.069, -1.961], [1.656, -0.843, 1.224], [0.230, -1.643, 1.097], [1.394, -2.046, 0.062], [-0.695, -1.606, -1.508], [-0.692, 2.432, -0.555], [1.294, 0.155, -0.962], [-1.670, -0.648, -0.505], [-0.976, 2.446, 1.161]],
  "atomic_forces_ev_per_a": [[-0.5, -0.1, 0.6], [0.4, -0.5, 1.2], [-0.4, -0.8, 0.1], [-1.2, -0.1, 0.6], [1.0, -1.0, -0.7], [1.6, -0.1, -1.4], [-0.6, 0.1, 0.0], [0.0, 0.0, 0.1], [0.1, 0.3, 0.1], [0.2, 0.4, -0.3], [0.4, 0.1, -0.2], [-0.2, -0.2, -0.1], [-0.1, 0.3, -0.1], [-0.4, 0.6, 0.3], [-0.4, 0.9, -0.4]]
}

***

(4)
{
  "formula": "C3H9N2O",
  "method": "ωB97M-V/def2-TZVPD",
  "total_energy_ev": -8277.2838,
  "molar_mass_g_mol": 89.12,
  "homo_lumo_gap_ev": 11.482,
  "relative_energy_kj_mol": 172.72,
  "e_homo_ev": -15.38,
  "lumo_energy_ev": -3.9,
  "total_charge": 1,
  "fmax_ev_per_a": 4.18,
  "elements": ["O", "N", "N", "C", "C", "C", "H", "H", "H", "H", "H", "H", "H", "H", "H"],
  "coordinates": [[3.677, -0.755, 0.368], [-0.646, 0.668, -0.365], [1.854, -0.004, -0.798], [-2.845, 0.030, 0.218], [2.515, -0.065, 0.266], [-1.568, -0.272, -0.350], [2.102, 0.348, 1.186], [-2.627, 0.651, 1.096], [4.053, -0.717, 1.238], [2.037, -0.741, -1.494], [-0.992, 1.628, -0.155], [-3.487, -0.819, 0.491], [0.592, 0.451, -0.588], [-3.379, 0.812, -0.403], [-1.286, -1.214, -0.710]],
  "atomic_forces_ev_per_a": [[-1.7, 0.7, -1.2], [-0.7, -0.9, -0.5], [-1.5, -0.7, -0.4], [-2.1, 1.5, 0.5], [1.9, -1.3, 1.2], [2.7, 3.2, 0.2], [0.4, 0.5, -0.1], [-0.3, -0.5, 0.3], [0.3, 0.1, 0.9], [0.5, 0.9, 0.0], [0.4, -1.0, 0.2], [0.2, 0.4, -0.4], [-0.6, -0.2, -0.6], [0.2, -1.2, 0.2], [0.4, -1.4, -0.3]]
}

***

(5)
{
  "formula": "C3H9N2O",
  "method": "ωB97M-V/def2-TZVPD",
  "total_energy_ev": -8271.5132,
  "molar_mass_g_mol": 89.12,
  "homo_lumo_gap_ev": 9.482,
  "relative_energy_kj_mol": 729.50,
  "e_homo_ev": -15.38,
  "lumo_energy_ev": -5.9,
  "total_charge": 1,
  "fmax_ev_per_a": 5.21,
  "elements": ["O", "N", "N", "C", "C", "C", "H", "H", "H", "H", "H", "H", "H", "H", "H"],
  "coordinates": [[0.028, -0.093, 0.323], [-0.595, 1.017, 0.149], [-0.348, 2.039, -0.349], [-2.552, 0.868, 1.119], [1.289, -0.359, -0.412], [1.580, -1.877, -0.531], [0.545, 2.361, -0.773], [-2.518, 1.811, 1.486], [-2.782, 0.096, 1.903], [1.358, -2.400, 0.380], [1.083, -2.349, -1.462], [1.170, 0.265, -1.396], [-2.877, 0.772, 0.121], [2.049, -0.034, 0.208], [2.570, -2.116, -0.766]],
  "atomic_forces_ev_per_a": [[1.2, -2.2, -0.1], [-3.7, -1.9, 3.2], [0.8, 3.6, -1.6], [1.3, -2.4, -0.7], [-0.9, -0.2, -2.5], [-2.9, 0.1, -2.5], [-0.2, -1.1, 0.2], [0.4, 3.0, 0.9], [1.0, 0.3, -1.2], [-0.5, -0.2, 0.4], [0.1, 0.7, 1.8], [0.7, -1.5, 1.6], [-0.7, -0.3, -0.7], [1.5, 1.6, 1.1], [2.0, 0.5, 0.0]]
}

***

(6)
{
  "formula": "C3H9N2O",
  "method": "ωB97M-V/def2-TZVPD",
  "total_energy_ev": -8275.9026,
  "molar_mass_g_mol": 89.12,
  "homo_lumo_gap_ev": 11.833,
  "relative_energy_kj_mol": 305.98,
  "e_homo_ev": -14.91,
  "lumo_energy_ev": -3.1,
  "total_charge": 1,
  "fmax_ev_per_a": 1.25,
  "elements": ["O", "N", "N", "C", "C", "C", "H", "H", "H", "H", "H", "H", "H", "H", "H"],
  "coordinates": [[-1.711, -1.126, -0.316], [0.230, 0.382, -0.427], [1.162, 0.019, 2.070], [-2.339, -0.136, -1.118], [0.426, -0.531, -1.586], [-0.904, -0.307, -1.057], [1.594, 0.914, 2.294], [0.445, -0.191, 2.754], [1.884, -0.694, 2.091], [0.640, 0.149, 0.741], [0.324, 1.371, -0.648], [-2.895, -0.525, -1.962], [0.906, -1.473, -1.349], [0.712, -0.096, -2.533], [-2.808, 0.669, -0.564]],
  "atomic_forces_ev_per_a": [[0.3, -0.7, 0.4], [0.3, 0.7, 1.0], [0.0, 0.3, -0.9], [-0.4, 0.6, -0.5], [-0.2, -0.5, -0.6], [0.1, -0.3, 0.6], [-0.1, -0.2, 0.2], [0.0, -0.1, 0.1], [0.0, 0.0, 0.2], [-0.2, -0.1, -0.5], [-0.1, -0.1, -0.1], [0.1, 0.1, -0.1], [0.0, 0.1, 0.1], [0.1, 0.2, 0.1], [0.0, 0.1, 0.0]]
}

***

(7)
{
  "formula": "C3H9N2O",
  "method": "ωB97M-V/def2-TZVPD",
  "total_energy_ev": -8274.7718,
  "molar_mass_g_mol": 89.12,
  "homo_lumo_gap_ev": 9.451,
  "relative_energy_kj_mol": 415.09,
  "e_homo_ev": -14.52,
  "lumo_energy_ev": -5.1,
  "total_charge": 1,
  "smiles": "C=[N+](C)OCN",
  "fmax_ev_per_a": 3.69,
  "elements": ["O", "N", "N", "C", "C", "C", "H", "H", "H", "H", "H", "H", "H", "H", "H"],
  "coordinates": [[0.633, -0.383, 0.783], [1.904, 0.354, -1.260], [-0.601, 0.177, 0.679], [-1.653, -0.878, 0.450], [1.206, -0.701, -0.646], [-0.759, 1.438, 0.831], [1.896, -1.467, -0.475], [-1.764, -0.991, -0.543], [-1.692, 1.899, 1.129], [-2.597, -0.688, 0.932], [-1.214, -1.765, 0.744], [0.402, -0.868, -1.267], [0.096, 2.026, 0.981], [2.799, 0.679, -0.753], [1.345, 1.168, -1.587]],
  "atomic_forces_ev_per_a": [[0.1, 0.4, -1.1], [1.2, 1.7, 1.5], [-0.8, -0.5, 0.2], [0.4, 2.0, 2.2], [1.6, 3.0, 0.3], [-0.4, -1.1, 1.1], [0.4, -1.5, 0.6], [-0.7, 0.1, -3.6], [-0.5, -0.4, -0.8], [-0.1, 0.4, 0.3], [0.8, -1.7, 1.2], [-1.9, -1.2, -1.0], [1.3, 0.6, 0.0], [-2.0, -0.8, -1.2], [0.7, -1.0, 0.3]]
}

***

(8)
{
  "formula": "C3H9N2O",
  "method": "ωB97M-V/def2-TZVPD",
  "total_energy_ev": -8275.7038,
  "molar_mass_g_mol": 89.12,
  "homo_lumo_gap_ev": 10.055,
  "relative_energy_kj_mol": 325.17,
  "e_homo_ev": -14.07,
  "lumo_energy_ev": -4.0,
  "total_charge": 1,
  "smiles": "CN/[N+](C)=C\\O",
  "fmax_ev_per_a": 6.20,
  "elements": ["O", "N", "N", "C", "C", "C", "H", "H", "H", "H", "H", "H", "H", "H", "H"],
  "coordinates": [[1.685, -1.564, 0.779], [-0.205, -0.331, 0.292], [0.322, 0.986, 0.435], [0.467, -1.452, 0.385], [-1.583, -0.448, -0.135], [0.417, 1.911, -0.692], [-2.288, -0.326, 0.686], [-0.102, -2.355, 0.274], [-0.479, 1.932, -1.096], [0.772, 2.787, -0.083], [1.236, 1.624, -1.452], [-1.768, 0.204, -1.038], [-1.620, -1.457, -0.494], [1.279, 0.914, 0.957], [1.866, -2.425, 1.182]],
  "atomic_forces_ev_per_a": [[1.0, 0.9, 0.2], [2.0, 0.5, -1.1], [2.3, -1.8, 2.9], [-1.4, 0.6, 0.7], [-0.4, 0.4, -1.4], [5.8, -0.9, 1.9], [0.1, 0.4, -0.1], [-0.3, -0.3, -0.1], [-4.1, 1.1, -2.2], [-0.8, -0.2, -1.4], [-1.3, 0.4, 1.0], [0.0, -0.5, 1.3], [-0.7, -0.5, -0.3], [-2.4, 0.0, -1.2], [0.1, -0.1, -0.3]]
}